Record 1
Computed, not measured: 9 unconnected molecules or ions with the total composition C49H94F3IN3O15P2S, with ωB97M-V/def2-TZVPD.

highest occupied orbital energy: -10.6 eV
E_LUMO: -1.91 eV
net charge: +1
gap between HOMO and LUMO: 8.7 eV

Geometry (Å):
1 H 1.052752 7.590920 -2.573768
2 C -1.269944 -3.727540 -0.579252
3 H -7.902392 1.651377 -2.058571
4 C -1.614654 -2.034498 2.907187
5 C 1.066741 -5.851688 0.357347
6 H 2.664018 9.757811 -4.269407
7 H 9.043985 2.727177 9.609397
8 O -2.563462 -5.150945 2.031169
9 C 7.763687 5.215153 -6.512702
10 H 1.818987 8.388178 -4.990186
11 H -0.162115 -2.978457 -3.779786
12 H -5.102380 0.523181 6.423392
13 H 4.348388 5.223891 -1.992964
14 H 3.736493 0.265768 -0.717474
15 C 3.048084 7.880145 -3.308386
16 O -4.703020 -2.156622 -4.723021
17 C -13.344391 2.378683 -4.258957
18 H 0.808672 1.117107 -0.342339
19 H 7.269554 0.578007 6.512482
20 H -2.469172 -1.444355 3.215982
21 H 1.899314 8.960296 -1.854759
22 O -0.872614 -2.813452 6.744811
23 O 10.368395 0.745235 7.645250
24 H 0.663414 -3.400945 -1.589987
25 H -5.816534 -3.718234 6.895931
26 H 2.113530 -1.539154 -6.400964
27 H 3.785545 -0.838690 1.805539
28 O -4.071260 -3.325539 2.839976
29 H 1.678625 -0.837711 -7.975599
30 C 1.468994 -0.823365 -6.905069
31 H 6.181286 4.132509 -3.577636
32 C 7.074707 -1.343660 3.614069
33 H -0.815189 -1.312773 2.760970
34 O -2.362079 -1.073318 5.622425
35 F -4.931759 -3.103652 -0.112373
36 O -10.979394 2.428658 -4.022063
37 H 1.222054 -1.089886 2.925322
38 H 7.420863 4.538521 -2.396075
39 H -3.092501 -1.696854 -0.188259
40 C 8.764171 1.862497 9.005496
41 O 5.519527 2.532689 -1.015813
42 H 3.567619 8.585416 -5.256899
43 H 0.050097 -6.143942 0.617640
44 H 1.748091 -6.566550 0.807613
45 H -3.454089 -0.938729 1.325770
46 O -0.298634 -2.123741 -5.985246
47 C -2.649734 -1.406092 0.764005
48 C -0.332504 -3.784222 -1.800350
49 C -1.219088 -2.982490 4.060760
50 H -1.099639 -1.971389 -2.675257
51 H -1.697598 -0.043109 -0.565779
52 C -5.032039 -4.468704 6.979270
53 C -3.665608 -3.841992 7.132629
54 H 8.354360 2.202714 8.057924
55 O -7.800579 -1.362898 -2.726613
56 H 7.414669 6.680215 -8.038440
57 H 6.180462 5.402455 -7.936131
58 H -2.207246 -3.289688 -0.912272
59 H -2.949098 -4.535248 7.566325
60 C -0.310815 -1.526826 0.128742
61 C 2.020476 7.933457 -2.203312
62 H 3.047718 1.739366 -1.381506
63 C -1.517399 1.665854 1.014824
64 H -3.700257 -2.946401 7.752398
65 C -6.936391 0.205780 -4.289485
66 C 1.377995 -4.415227 0.802026
67 C -12.162932 3.744442 -2.433907
68 H -5.243447 -4.559527 -2.588104
69 H 3.489590 0.762184 2.490479
70 C 1.666551 -0.422589 2.187355
71 C 1.558999 0.366810 -0.605369
72 C -3.722663 -0.694518 5.299046
73 H 8.368858 0.673170 5.118851
74 H 1.681124 0.182655 -6.538892
75 N -3.362161 -2.836754 -2.980007
76 H -7.560087 0.665111 -5.057832
77 H -5.047812 -5.104623 6.096212
78 C -0.909723 -3.002330 -2.989984
79 H -3.113930 -1.858223 -2.891967
80 H -4.194057 -1.486946 4.718908
81 H -5.248562 -5.078895 7.854766
82 H -1.430218 -4.032510 3.872023
83 P 1.496775 -1.100754 0.488704
84 C 7.244471 5.615328 -7.871871
85 H 7.707030 -0.734400 2.966318
86 S -3.238199 -3.901538 1.834849
87 H -5.213729 -1.187065 6.802947
88 H -0.145720 -2.907755 4.247797
89 H -1.454713 -4.723219 -0.189865
90 C -4.554157 -2.898560 -3.786931
91 H 11.010014 1.271418 10.617102
92 H 7.775116 5.066719 -8.651781
93 C 2.950635 1.007591 -0.584687
94 H 1.331003 0.014167 -1.616574
95 H -12.751963 3.277860 -1.642582
96 H 1.168135 0.541682 2.272763
97 F -3.879170 -4.975222 -0.549929
98 O 5.451872 -0.345618 5.037103
99 C 10.668939 0.449572 9.985469
100 C -12.052353 2.811027 -3.613849
101 C 5.690384 3.604698 -1.557972
102 C 3.173602 -0.275192 2.513903
103 H 5.597740 5.614316 -0.823684
104 C -8.570566 0.869572 -2.425694
105 H -13.135703 1.712383 -5.091796
106 C 0.022535 -1.169328 -6.658822
107 H 7.663056 -2.201822 3.942994
108 H 8.322391 -0.790788 6.093376
109 H 9.831406 4.892596 -6.980102
110 H 11.520271 -0.156275 9.686364
111 H 1.206637 -5.952268 -0.717718
112 C 2.760695 8.704764 -4.538551
113 H 6.207774 -1.688772 3.054435
114 C 6.625101 -0.535206 4.808639
115 C 6.681830 3.785838 -2.675097
116 H -3.632639 0.185463 4.662598
117 O 4.051112 7.212483 -3.210732
118 H -6.198119 0.943108 -3.966731
119 C -1.010857 -0.275072 -7.294124
120 H 7.182652 2.841722 -2.877421
121 H 4.237958 4.577829 -0.332096
122 C -4.518505 -0.386223 6.559348
123 H -5.971813 -4.435261 -4.220754
124 H -0.388288 -4.426035 1.985426
125 P -1.879213 -2.590163 5.708258
126 C 7.711080 0.018633 5.692129
127 C -1.466409 -0.532885 0.378937
128 H -2.210752 -3.511987 -4.623530
129 C 0.204813 -3.681897 1.461589
130 H -6.433160 -0.667195 -4.695276
131 C -7.776588 -0.210891 -3.106841
132 H -2.008432 -0.628316 -7.044101
133 O -3.185982 -3.475793 5.806523
134 H -12.671340 4.663207 -2.730439
135 O 7.040642 4.734943 -5.671514
136 H -6.436816 -3.299148 -2.959034
137 H -0.885382 0.750426 -6.941931
138 H -0.232347 -1.547518 -0.953044
139 H -9.260342 1.327689 -3.138048
140 O -1.137167 0.482847 1.346597
141 I 2.909107 -4.402993 2.322208
142 H -0.255018 -4.830581 -2.086346
143 H 3.395754 -0.693305 3.491884
144 H -11.171351 3.983459 -2.057827
145 H -13.973134 1.865800 -3.529258
146 C 9.232288 5.446892 -6.255768
147 C -2.213006 -3.585243 -3.533940
148 H -3.837811 -0.214160 7.390430
149 H 8.004133 1.303890 9.554570
150 H 9.485963 5.122002 -5.249957
151 H -0.885577 -0.271341 -8.378012
152 H 9.976644 -0.156864 10.572046
153 H -9.128744 0.445798 -1.593444
154 C 4.912746 4.830125 -1.148910
155 H -2.306585 -4.634711 -3.244256
156 C -5.603478 -3.883618 -3.358858
157 C -4.442976 -4.229125 0.408156
158 H 9.469132 6.506199 -6.367691
159 H 0.557924 -2.978448 2.199402
160 H -13.893168 3.250957 -4.617655
161 F -5.425455 -4.925978 0.996358
162 C -2.001949 -2.574473 1.500275
163 C 9.973634 0.991993 8.760378
164 N -1.846453 2.721781 0.707229
165 N -0.791092 -2.909394 0.601049
166 H 3.130312 1.529570 0.351125
167 H 2.336334 7.305067 -1.374062
168 H 1.826500 -3.827527 0.014339

Forces on the atoms, in the same order (eV/Å):
-0.022 0.054 -0.011
0.335 -0.203 -0.144
0.002 0.035 -0.062
0.037 -0.342 0.276
0.196 0.109 -0.173
-0.056 0.000 0.004
-0.016 -0.024 0.054
0.030 0.048 -0.148
0.047 0.044 -0.038
-0.033 0.041 0.025
-0.048 0.098 -0.068
-0.053 -0.004 0.000
0.083 0.085 -0.029
0.063 0.021 -0.013
-0.051 0.064 -0.003
0.109 0.077 0.138
0.083 -0.059 -0.072
-0.037 -0.018 0.010
-0.010 -0.003 -0.001
-0.071 0.043 -0.039
-0.045 0.012 -0.031
-0.022 0.032 0.019
-0.059 -0.009 -0.059
0.097 -0.153 0.147
-0.009 0.022 -0.132
0.003 0.001 -0.004
0.064 0.080 -0.042
-0.071 0.132 -0.107
-0.008 0.057 -0.010
0.000 -0.111 0.086
0.040 0.093 0.012
-0.127 -0.004 -0.008
0.018 0.054 -0.079
-0.204 -0.127 -0.052
0.174 -0.506 0.251
-0.017 0.014 -0.029
-0.095 -0.101 -0.071
-0.034 0.069 -0.061
-0.075 -0.226 0.044
0.016 0.008 -0.132
-0.020 -0.024 -0.005
-0.001 0.001 -0.001
-0.010 -0.059 0.030
-0.055 -0.049 0.096
0.194 0.183 0.174
0.035 -0.031 0.122
0.008 0.005 -0.448
-0.501 0.332 -0.104
0.168 0.125 -0.106
0.102 0.129 -0.230
0.110 0.314 0.114
0.071 0.054 0.094
-0.088 -0.050 -0.070
0.002 0.007 0.001
0.055 -0.018 0.076
0.049 -0.006 -0.029
0.000 0.002 -0.001
-0.080 -0.068 0.046
0.066 0.001 -0.015
0.125 0.725 0.279
0.083 -0.081 0.041
-0.002 0.020 -0.033
-0.033 0.009 0.001
0.036 -0.017 0.083
-0.047 -0.207 0.056
-0.116 -0.061 0.111
0.122 -0.018 -0.008
0.028 -0.054 -0.093
0.045 0.042 0.024
0.195 0.407 0.042
0.005 0.228 -0.027
0.064 0.059 0.013
0.068 -0.046 0.012
-0.007 0.027 -0.056
-0.104 0.084 0.651
-0.013 0.086 0.059
-0.035 -0.062 0.009
0.248 -0.414 0.245
0.079 0.093 -0.550
-0.029 -0.039 -0.017
-0.040 -0.025 0.018
-0.054 -0.033 0.040
0.084 -0.387 0.020
-0.104 -0.044 0.053
0.049 -0.018 0.020
0.047 -0.454 0.090
0.082 -0.079 0.119
0.045 -0.115 -0.083
-0.065 0.000 0.077
-0.177 -0.159 -0.097
-0.044 0.000 0.034
0.038 0.042 -0.012
-0.159 -0.050 -0.016
0.005 -0.036 -0.007
-0.052 0.026 -0.015
-0.093 -0.029 0.068
-0.395 0.355 0.541
-0.069 -0.017 -0.017
0.062 -0.055 -0.095
-0.065 0.024 0.003
0.069 0.106 -0.008
-0.130 -0.389 -0.079
-0.008 0.055 -0.078
-0.074 -0.165 0.040
-0.002 0.000 -0.001
-0.036 0.064 -0.110
0.053 0.026 -0.009
0.072 0.024 -0.041
0.008 0.045 -0.036
0.001 0.000 0.002
-0.130 0.009 -0.056
0.112 -0.050 -0.030
0.004 -0.003 -0.001
0.087 -0.005 -0.019
-0.049 -0.231 0.149
0.071 0.058 0.056
-0.020 0.015 -0.048
-0.026 0.062 -0.059
-0.071 -0.087 0.071
0.014 0.013 -0.015
0.014 0.008 0.005
-0.073 0.143 -0.173
-0.035 0.005 -0.026
-0.064 -0.024 -0.001
0.258 0.054 0.011
-0.141 0.023 0.040
-0.168 -0.407 -0.561
0.064 -0.064 -0.015
0.108 -0.209 -0.029
0.029 0.071 -0.051
0.035 0.091 -0.051
-0.001 0.004 -0.002
-0.160 0.046 0.027
-0.052 -0.016 0.018
-0.006 -0.014 -0.081
-0.025 0.037 -0.031
0.034 0.019 -0.051
-0.046 -0.451 -0.039
0.076 0.048 0.065
0.154 -0.381 0.316
0.029 0.000 -0.006
0.240 -0.028 -0.027
0.038 0.171 0.106
-0.001 0.002 0.000
-0.032 0.047 0.014
-0.035 -0.048 0.103
-0.216 0.322 -0.041
0.005 -0.029 0.044
0.013 0.018 0.047
0.001 0.000 0.000
0.032 0.048 -0.002
-0.015 0.042 0.037
0.000 0.014 0.003
-0.069 -0.239 0.186
-0.031 -0.070 -0.108
0.161 -0.062 0.004
-0.325 -0.297 -0.036
0.018 -0.004 -0.053
0.045 0.222 -0.082
-0.035 0.005 0.046
0.673 0.480 -0.533
-0.313 0.565 0.024
0.025 0.018 0.106
-0.119 0.405 -0.089
-0.321 -0.142 0.350
0.062 0.002 0.026
0.000 0.001 0.000
0.074 0.049 0.006

=====

Record 2
Computed, not measured: a molecular structure, C4As3CrF30O12S4, with ωB97M-V/def2-TZVPD.

⟨S²⟩: 6.02
highest occupied orbital energy (spin up / spin down): -2.8 / -2.8 eV
E_LUMO (spin up / spin down): 4.68 / 1.75 eV
2S+1: 5
net charge: -3
gap between HOMO and LUMO (spin up / spin down): 7.5 / 4.5 eV

Geometry (Å):
1 O 3.024579 -2.435357 -0.072124
2 F -0.737571 -3.835417 -1.322324
3 O 4.097559 0.539293 -0.643874
4 F 1.709919 -5.036827 -0.019684
5 F -0.573621 -1.413687 -1.625914
6 F -3.899021 3.870063 -0.480724
7 F -3.877611 -2.801017 2.751186
8 As -2.960221 -1.797447 1.525806
9 F -1.373151 3.764133 -1.118574
10 O 0.206639 0.950233 -1.936524
11 F 4.571599 3.332123 0.210536
12 F -2.241071 3.745963 1.273476
13 F -0.404661 -1.706987 -4.197934
14 F -1.399141 0.827893 -4.426814
15 C -0.447591 1.769063 -4.482664
16 F 0.104889 1.520453 -5.633124
17 As -0.531231 -2.806437 -2.786994
18 C 1.496729 -4.369777 1.147196
19 F 0.545719 3.111943 3.063776
20 F -1.093771 2.916583 -4.442124
21 O -0.416501 -0.352777 4.206076
22 O 2.458759 -1.976907 2.236436
23 F -1.136331 1.668233 0.150526
24 C -0.161671 2.305593 3.737036
25 As -2.544251 2.750393 -0.197574
26 F -1.457201 2.595343 3.528446
27 F 3.086249 3.199053 1.829346
28 F 0.208719 -4.440677 1.359606
29 F -1.407011 -2.439287 2.038106
30 O 1.770649 0.747293 0.151106
31 O 1.846899 0.616113 -3.684774
32 O 3.624489 0.472753 1.748996
33 F -1.872561 -0.878197 0.367616
34 O 1.367689 2.938813 -2.812254
35 S 3.206969 1.042383 0.440426
36 F -0.692231 -4.194187 -3.899054
37 F -4.427581 -1.030997 0.881986
38 F -2.707771 -0.536827 2.717356
39 S 0.355219 0.463823 3.321536
40 F 0.097609 2.580343 5.041616
41 F 1.246289 -2.786137 -2.596424
42 O 1.808999 0.195863 3.511586
43 O 0.822859 -1.705997 0.526426
44 F -2.315091 -2.503387 -2.839094
45 S 2.014839 -2.490627 0.948936
46 F 2.107489 -4.911167 2.183746
47 F -3.537481 1.570583 0.724236
48 Cr -0.115891 -0.035867 -0.163964
49 F -2.944971 1.755153 -1.685694
50 S 0.901599 1.580813 -3.116214
51 O 0.016509 0.289743 1.883656
52 F -3.078781 -3.134837 0.307516
53 C 3.304819 2.932403 0.555726
54 F 2.349729 3.568373 -0.185604

Forces on the atoms, in the same order (eV/Å):
0.013 -1.107 -0.063
0.442 0.789 -1.973
-1.670 2.100 2.421
0.738 0.240 1.223
0.137 -0.221 -0.880
0.904 -1.045 -0.176
0.876 1.226 -1.499
-0.121 -2.114 0.615
-1.539 -1.149 1.023
-0.138 1.026 -1.344
-1.667 -0.153 0.283
0.156 -1.348 -1.366
0.175 -1.144 1.435
-0.221 -0.217 1.076
-0.900 -1.949 1.815
1.395 1.027 -1.790
-1.118 0.345 0.102
-0.933 1.813 -1.694
1.707 1.598 -2.004
0.419 1.043 -0.243
0.160 0.619 0.379
-0.634 -1.921 -0.278
-0.173 0.465 0.047
-1.251 -1.290 1.342
-1.524 0.301 -0.942
0.824 -1.063 0.165
0.190 0.617 0.286
-0.780 -0.065 0.408
-1.208 -0.178 0.115
1.908 1.493 0.391
-1.172 1.710 0.245
-0.609 1.563 -0.732
-0.583 0.653 -0.558
-0.704 -1.557 -0.810
0.194 -3.970 -2.719
0.518 0.981 1.102
1.628 -0.851 0.686
-0.785 -0.433 -0.900
-0.650 -1.565 -2.091
-0.124 -0.709 0.035
-2.066 -0.515 -0.477
-0.705 1.606 0.158
-0.960 -0.922 -0.523
1.722 -0.782 -0.116
1.360 2.368 0.166
0.810 -0.477 -0.079
1.148 1.779 -0.837
1.450 -1.136 1.869
0.792 1.621 1.964
1.170 -1.014 1.021
0.093 1.150 2.234
-0.124 1.907 1.539
-0.459 -0.200 -0.973
1.891 -0.944 0.925

=====

Calculated total energy values, unit Eh, following the record order: -4894.27108; -13396.20109.